(i)
Here is 2 unconnected molecules or ions with the total composition C3H9N2O from the OMol25 dataset. Energies are from ωB97M-V/def2-TZVPD.

Output
* molar mass: 89.118 g/mol
* HOMO level: -0.102 hartree
* total charge: -1
* frontier orbital gap: 7.113 eV

Cartesian coordinates (Å):
O -0.83 -0.92 -0.18
N -0.90 2.88 -0.72
N 1.53 -1.15 0.01
C -1.60 1.80 -0.58
C 1.51 -0.68 1.41
C 0.18 -1.82 -0.23
H -2.58 1.74 -0.11
H -1.23 3.70 -0.20
H 0.18 -2.61 0.50
H 0.36 -2.28 -1.23
H 0.46 -0.46 1.76
H -1.15 0.88 -0.97
H 1.98 -1.43 2.12
H 1.58 -0.31 -0.59
H 2.14 0.20 1.60

Here are the Mulliken charges for atoms 1 to 8, given in e: number 1, O, carries -0.86; number 2, N, carries -0.57; number 3, N, carries -0.58; number 4, C, carries -0.07; number 5, C, carries -0.72; number 6, C, carries -0.53; number 7, H, carries 0.25; number 8, H, carries 0.19

(ii)
Here is 2 unconnected molecules or ions with the total composition C3H9N2O from the OMol25 dataset. Energies are from ωB97M-V/def2-TZVPD.

Output
* molar mass: 89.118 g/mol
* HOMO level: -0.094 hartree
* total charge: -1
* frontier orbital gap: 6.317 eV

Cartesian coordinates (Å):
O -2.29 -1.48 1.66
N -1.77 -0.52 -0.47
N 1.61 1.12 -1.15
C 0.90 1.19 -0.11
C -1.44 -0.72 1.01
C 2.93 0.54 -1.00
H -0.39 -1.13 0.96
H 1.31 0.99 0.89
H 3.14 0.15 0.01
H 3.69 1.28 -1.27
H -1.92 -1.48 -0.77
H -2.73 -0.18 -0.40
H -0.17 1.39 -0.15
H -1.34 0.32 1.40
H 3.01 -0.28 -1.71

Here are the Mulliken charges for atoms 1 to 8, given in e: number 1, O, carries -0.85; number 2, N, carries -0.70; number 3, N, carries -0.43; number 4, C, carries -0.29; number 5, C, carries -0.31; number 6, C, carries -0.68; number 7, H, carries 0.16; number 8, H, carries 0.24

Which of them is the least stable? Correct choice: (i).

(i)
Here is 2 unconnected molecules or ions with the total composition C3H6N4O from the OMol25 dataset. Energies are from ωB97M-V/def2-TZVPD.

Output
* molar mass: 114.108 g/mol
* HOMO level: -0.318 hartree
* frontier orbital gap: 8.647 eV

Cartesian coordinates (Å):
O 2.42 0.39 0.01
N -2.28 -0.44 0.09
N -0.88 -0.68 -0.05
N -0.45 1.81 -0.29
N -0.35 -1.95 -0.26
C 0.92 -1.64 -0.09
C -0.02 0.29 0.13
C 1.21 -0.30 0.27
H -2.78 0.19 -0.78
H 0.28 2.21 -1.08
H 2.01 -2.28 -0.23
H 3.02 -0.29 0.18
H -2.47 0.07 1.44
H -0.64 2.62 0.65

Here are the Mulliken charges for atoms 1 to 8, given in e: number 1, O, carries -0.47; number 2, N, carries -0.79; number 3, N, carries 0.81; number 4, N, carries -0.57; number 5, N, carries -0.79; number 6, C, carries -0.03; number 7, C, carries 0.35; number 8, C, carries -0.09

(ii)
Here is a single C3H6N4O molecule from the OMol25 dataset. Energies are from ωB97M-V/def2-TZVPD.

Output
* molar mass: 114.108 g/mol
* SMILES string: Nc1[nH]c(=O)[nH]c1N
* HOMO level: -0.293 hartree
* frontier orbital gap: 8.472 eV

Cartesian coordinates (Å):
O -1.80 1.19 2.37
N -1.54 0.28 0.22
N 2.05 -0.28 0.00
N 0.28 0.51 1.47
N -0.64 -0.57 -1.86
C 0.68 -0.01 0.19
C -0.41 -0.14 -0.54
C -1.08 0.75 1.48
H -0.03 -0.21 -2.60
H -0.62 -1.59 -1.94
H 0.91 0.80 2.19
H 2.36 0.16 -0.87
H -2.46 0.37 -0.21
H 2.30 -1.26 0.09

Here are the Mulliken charges for atoms 1 to 8, given in e: number 1, O, carries -0.65; number 2, N, carries -0.07; number 3, N, carries -0.54; number 4, N, carries -0.04; number 5, N, carries -0.56; number 6, C, carries -0.01; number 7, C, carries 0.14; number 8, C, carries 0.24

Which of them is the least stable? Correct choice: (i).